Model 1:
{
  "formula": "CH4FNO2",
  "method": "the ωB97M-V functional and the def2-TZVPD basis",
  "smiles": "NC(=O)O.F",
  "total_charge": 0,
  "lumo_energy_ev": 0.5,
  "orbital_gap_ha": 0.40386,
  "elements": ["C", "N", "O", "O", "F", "H", "H", "H", "H"],
  "coordinates": [[-0.5306, 0.2615, -0.0712], [-0.1222, -1.0535, -0.0729], [-1.8107, 0.3254, 0.0192], [0.1748, 1.2120, -0.1621], [2.4360, 0.1106, -0.0337], [-0.7033, -1.6866, 0.5013], [0.9168, -1.2137, -0.0936], [-2.3591, 1.1483, 0.2045], [1.9981, 0.8959, -0.2914]]
}

Model 2:
{
  "formula": "CH4FNO2",
  "method": "the ωB97M-V functional and the def2-TZVPD basis",
  "smiles": "OC(O)NF",
  "total_charge": 0,
  "lumo_energy_ev": 0.5,
  "orbital_gap_ha": 0.40107,
  "elements": ["C", "N", "O", "O", "F", "H", "H", "H", "H"],
  "coordinates": [[0.0683, -0.0617, -0.3630], [-1.0037, 0.4897, 0.3821], [1.1404, 0.8521, -0.3283], [0.5693, -1.3280, -0.1302], [-2.1155, -0.0672, -0.2640], [-0.3776, -0.0504, -1.4466], [-1.0233, 0.2540, 1.5040], [1.1921, 1.0727, 0.5645], [1.5500, -1.1612, 0.0815]]
}

Quick one: most stable of them? model 1

Model 1:
{
  "formula": "C3H6Br2O2",
  "method": "the ωB97M-V functional and the def2-TZVPD basis",
  "smiles": "OC[C@@H](Br)[C@@H](O)Br",
  "total_charge": 0,
  "lumo_energy_ev": 0.3,
  "orbital_gap_ha": 0.39200,
  "elements": ["C", "C", "C", "O", "O", "Br", "Br", "H", "H", "H", "H", "H", "H"],
  "coordinates": [[0.5036, 0.6069, -1.0070], [-0.0913, 0.4316, 0.4090], [-0.0726, -0.9816, 0.8933], [0.4253, 2.0888, -1.2261], [-0.8131, -1.6827, 0.0111], [-1.9345, 1.1927, 0.6979], [1.8601, -1.5855, 1.1975], [1.5106, 0.1610, -0.8323], [-0.1151, 0.0039, -1.7775], [0.4906, 0.9230, 1.1204], [-0.5497, -1.0193, 1.8020], [-0.3082, 2.3611, -1.7532], [-0.9058, -2.5000, 0.4649]]
}

Model 2:
{
  "formula": "C3H6Br2O2",
  "method": "the ωB97M-V functional and the def2-TZVPD basis",
  "total_charge": 0,
  "lumo_energy_ev": [-1.6, -1.6],
  "orbital_gap_ha": [0.28284, 0.28270],
  "elements": ["C", "C", "C", "O", "O", "Br", "Br", "H", "H", "H", "H", "H", "H"],
  "coordinates": [[0.0622, -0.5543, -1.5237], [-0.4831, -0.0828, 0.9938], [0.2917, 0.1225, -0.2795], [-1.7318, 0.3490, 0.7031], [0.2991, 0.3630, 2.0129], [0.8385, 1.9274, -0.3460], [2.5836, -1.1529, 0.3229], [0.7861, -0.4347, -2.3535], [-0.8926, -0.2977, -1.9469], [0.0605, -1.6839, -1.2612], [-0.5043, -1.1559, 1.0661], [-1.6504, 1.2849, 0.5153], [0.3405, 1.3154, 2.0967]]
}

Quick one: most stable of them? model 1

Model 1:
{
  "formula": "C17H22N2O2S",
  "method": "the ωB97M-V functional and the def2-TZVPD basis",
  "smiles": "CCc1c(O)nc(SCc2ccccc2)n([C@@H](C)CC)c1=O",
  "total_charge": 0,
  "lumo_energy_ev": 0.5,
  "orbital_gap_ha": 0.32103,
  "elements": ["C", "H", "H", "H", "C", "C", "C", "N", "C", "N", "C", "O", "C", "C", "H", "H", "H", "C", "C", "H", "H", "H", "H", "H", "H", "S", "C", "C", "C", "C", "C", "C", "C", "H", "H", "H", "H", "H", "H", "H", "O", "H", "H", "H"],
  "coordinates": [[1.5320, 3.5466, 0.8438], [0.4939, 3.5470, 1.1695], [2.1003, 2.8703, 1.4778], [1.9339, 4.5503, 0.9578], [1.6322, 3.0996, -0.6151], [1.0809, 1.7150, -0.7907], [-0.2133, 1.4775, -1.1482], [-0.7111, 0.2262, -1.2712], [0.0602, -0.7767, -1.0083], [1.3580, -0.6833, -0.6546], [1.9501, 0.6041, -0.5036], [3.1065, 0.7209, -0.1514], [2.1015, -1.9131, -0.3594], [3.5422, -1.8856, -0.8591], [4.1623, -1.2265, -0.2633], [3.9415, -2.8962, -0.8148], [3.5735, -1.5437, -1.8910], [1.9813, -2.2855, 1.1286], [2.3816, -1.1828, 2.1005], [3.3751, -0.8054, 1.8793], [1.6846, -0.3488, 2.0488], [2.3726, -1.5693, 3.1173], [2.6082, -3.1635, 1.2924], [0.9462, -2.5756, 1.3275], [1.5899, -2.7015, -0.9295], [-0.6991, -2.3584, -1.1128], [-2.4052, -1.8738, -1.5533], [-3.0379, -0.9672, -0.5458], [-2.9624, -1.2488, 0.8116], [-3.5403, -0.3985, 1.7369], [-4.2049, 0.7401, 1.3150], [-4.2942, 1.0217, -0.0378], [-3.7134, 0.1729, -0.9631], [-3.7846, 0.3919, -2.0198], [-4.8139, 1.9079, -0.3723], [-4.6504, 1.4074, 2.0373], [-3.4686, -0.6245, 2.7905], [-2.4373, -2.1338, 1.1422], [-2.9297, -2.8296, -1.6146], [-2.3689, -1.4117, -2.5385], [-1.0863, 2.4658, -1.4018], [-1.9439, 2.0582, -1.5908], [2.6817, 3.0927, -0.9138], [1.0753, 3.7878, -1.2519]]
}

Model 2:
{
  "formula": "C17H22N2O2S",
  "method": "the ωB97M-V functional and the def2-TZVPD basis",
  "smiles": "CCCCc1ccc(S(=O)(=O)NCCc2ccncc2)cc1",
  "total_charge": 0,
  "lumo_energy_ev": 0.6,
  "orbital_gap_ha": 0.36126,
  "elements": ["C", "C", "C", "H", "H", "C", "C", "C", "C", "C", "C", "C", "H", "H", "S", "O", "O", "N", "H", "C", "H", "C", "C", "C", "C", "N", "C", "C", "H", "H", "H", "H", "H", "H", "H", "H", "H", "H", "H", "H", "H", "H", "H", "H"],
  "coordinates": [[-3.7945, -1.7523, -0.4009], [-5.0358, -1.0800, 0.1757], [-5.2454, 0.3535, -0.3198], [-4.9650, 0.4143, -1.3726], [-6.3073, 0.5991, -0.2456], [-4.4733, 1.4130, 0.4804], [-2.9847, 1.2910, 0.3430], [-2.1995, 0.8739, 1.4132], [-0.8298, 0.7345, 1.2709], [-0.2444, 1.0185, 0.0539], [-1.0006, 1.4509, -1.0180], [-2.3680, 1.5909, -0.8692], [-2.9666, 1.9356, -1.6994], [-0.5017, 1.6849, -1.9448], [1.5085, 0.7629, -0.1521], [2.1431, 0.8337, 1.1303], [1.9736, 1.5840, -1.2323], [1.4910, -0.8348, -0.6786], [1.6961, -0.8799, -1.6647], [2.1689, -1.8385, 0.1063], [2.1019, -1.5006, 1.1415], [3.6440, -2.0272, -0.2826], [4.3947, -0.7418, -0.0903], [4.8788, -0.3789, 1.1612], [5.5105, 0.8437, 1.3024], [5.6864, 1.6945, 0.3057], [5.2264, 1.3516, -0.8830], [4.5813, 0.1514, -1.1366], [4.2309, -0.0757, -2.1325], [5.3802, 2.0748, -1.6727], [5.8978, 1.1626, 2.2615], [4.7546, -1.0351, 2.0094], [3.6999, -2.3458, -1.3268], [4.0693, -2.8127, 0.3450], [1.6289, -2.7860, -0.0002], [-0.2025, 0.4201, 2.0895], [-2.6651, 0.6517, 2.3622], [-4.7535, 1.3356, 1.5324], [-4.7808, 2.3988, 0.1219], [-4.9790, -1.0823, 1.2661], [-5.9082, -1.6745, -0.1063], [-3.8439, -1.7676, -1.4876], [-2.8876, -1.2320, -0.1071], [-3.7295, -2.7797, -0.0490]]
}

Quick one: most stable of them? model 1

Model 1:
{
  "formula": "C30H51BrN4P2Ti",
  "method": "the ωB97M-V functional and the def2-TZVPD basis",
  "total_charge": 2,
  "lumo_energy_ev": [-4.7, -8.1],
  "spin_multiplicity": 3,
  "orbital_gap_ha": [0.26941, 0.14771],
  "s2": 2.012,
  "elements": ["C", "C", "C", "C", "N", "C", "C", "C", "C", "C", "C", "C", "C", "C", "Ti", "P", "H", "H", "H", "H", "H", "H", "H", "H", "C", "C", "H", "H", "H", "H", "H", "C", "C", "H", "H", "H", "H", "H", "C", "C", "H", "H", "H", "H", "H", "Br", "P", "C", "C", "H", "H", "H", "H", "H", "C", "C", "H", "H", "H", "H", "H", "C", "C", "H", "H", "H", "H", "H", "C", "N", "C", "C", "N", "N", "C", "C", "H", "H", "H", "H", "H", "H", "H", "H", "H", "H", "H", "H", "H"],
  "coordinates": [[-1.3329, -4.9261, 1.0246], [-1.5381, -3.9930, -0.0019], [-2.4949, -4.3077, -0.9772], [-3.1507, -5.5544, -0.9179], [-2.8970, -6.4662, 0.0227], [-2.0341, -6.1488, 0.9894], [-0.7844, -2.7417, -0.0529], [-0.1426, -1.7872, -0.7200], [0.6489, -0.8996, -1.5186], [0.4328, 0.5020, -1.3990], [1.4653, 1.4241, -1.5796], [2.6699, 0.9827, -2.1618], [2.8051, -0.3677, -2.5318], [1.8054, -1.2980, -2.2365], [-0.1516, -1.4205, 1.1990], [-1.0477, 0.6729, 1.8982], [-2.7578, -3.5945, -1.7571], [-0.6655, -4.7097, 1.8561], [-3.8845, -5.8181, -1.6826], [-1.8570, -6.8989, 1.7703], [1.9351, -2.3596, -2.4939], [-0.5653, 0.8424, -1.1025], [3.6981, -0.6558, -3.0763], [1.3585, 2.4868, -1.3422], [0.3272, 1.8877, 1.8440], [-0.0844, 3.3300, 1.6065], [1.0238, 1.5861, 1.0471], [0.8740, 1.7786, 2.7956], [0.8024, 3.9666, 1.7053], [-0.4645, 3.4672, 0.5889], [-0.8292, 3.6889, 2.3226], [-2.4591, 1.1837, 0.8862], [-3.5879, 0.1478, 0.8793], [-2.1163, 1.3735, -0.1427], [-2.8007, 2.1494, 1.2838], [-4.4698, 0.5916, 0.4026], [-3.3209, -0.7552, 0.3116], [-3.8701, -0.1610, 1.8952], [-1.6123, 0.6979, 3.6341], [-2.2215, 2.0141, 4.1123], [-0.7464, 0.4350, 4.2595], [-2.3381, -0.1220, 3.7452], [-2.4945, 1.9253, 5.1704], [-1.5198, 2.8501, 4.0364], [-3.1345, 2.2731, 3.5647], [4.0302, 2.1838, -2.5366], [-0.9486, 1.7120, -4.2733], [-1.0885, 2.9295, -2.9487], [-1.8641, 4.1481, -3.5102], [-0.0807, 3.2415, -2.6393], [-1.6185, 2.4733, -2.1012], [-2.4485, 4.6197, -2.7137], [-1.1790, 4.8984, -3.9238], [-2.5552, 3.8422, -4.3115], [0.7943, 1.7850, -4.8211], [0.8947, 1.8678, -6.3500], [1.3030, 0.8921, -4.4411], [1.2791, 2.6532, -4.3509], [1.9472, 1.9913, -6.6346], [0.5135, 0.9526, -6.8170], [0.3252, 2.7256, -6.7274], [-1.2547, -0.0410, -4.0933], [-1.8556, -0.6140, -5.3995], [-1.9368, -0.1592, -3.2377], [-0.2904, -0.5071, -3.8476], [-1.9725, -1.7017, -5.3078], [-2.8372, -0.1660, -5.6080], [-1.2161, -0.4059, -6.2686], [1.5273, -0.6988, 5.7084], [2.4893, -0.9606, 4.6430], [3.9026, -0.8848, 4.9981], [2.0551, -1.1856, 3.3817], [0.8248, -1.6464, 3.1242], [2.8473, -0.9296, 2.3116], [3.9751, -0.0039, 2.2947], [2.1606, -1.1236, 1.0370], [2.0939, -0.4659, 6.6117], [0.8932, -1.5736, 5.9014], [0.8928, 0.1698, 5.4749], [4.4903, -1.6377, 4.4526], [4.3211, 0.1201, 4.8275], [3.9709, -1.0799, 6.0724], [0.3421, -2.0056, 3.9481], [4.9066, -0.5027, 2.5950], [4.1335, 0.3588, 1.2696], [3.8023, 0.8804, 2.9323], [1.7773, -2.1803, 0.9896], [1.3453, -0.3018, 0.9229], [2.8354, -0.9407, 0.2090]]
}

Model 2:
{
  "formula": "C30H51BrN4P2Ti",
  "method": "the ωB97M-V functional and the def2-TZVPD basis",
  "total_charge": 2,
  "lumo_energy_ev": [-5.6, -7.9],
  "spin_multiplicity": 3,
  "orbital_gap_ha": [0.23348, 0.18265],
  "s2": 2.010,
  "elements": ["C", "C", "C", "C", "N", "C", "C", "C", "C", "C", "C", "C", "C", "C", "Ti", "P", "H", "H", "H", "H", "H", "H", "H", "H", "C", "C", "H", "H", "H", "H", "H", "C", "C", "H", "H", "H", "H", "H", "C", "C", "H", "H", "H", "H", "H", "Br", "P", "C", "C", "H", "H", "H", "H", "H", "C", "C", "H", "H", "H", "H", "H", "C", "C", "H", "H", "H", "H", "H", "C", "N", "C", "C", "N", "N", "C", "C", "H", "H", "H", "H", "H", "H", "H", "H", "H", "H", "H", "H", "H"],
  "coordinates": [[-0.1067, 4.2745, -1.4067], [-0.6147, 3.0436, -1.8399], [-0.8712, 2.9165, -3.2114], [-0.6755, 4.0094, -4.0614], [-0.2135, 5.1852, -3.6424], [0.0480, 5.3190, -2.3399], [-0.8518, 1.9072, -0.9281], [-1.7869, 1.1154, -0.3715], [-2.7930, 0.2147, 0.1492], [-2.2586, -0.9470, 0.7789], [-3.0477, -1.8223, 1.5307], [-4.4528, -1.6762, 1.5267], [-5.0108, -0.5525, 0.8749], [-4.1998, 0.3623, 0.1818], [-0.0210, 0.6063, 0.1753], [2.3330, -0.6721, 0.1174], [-1.2905, 2.0212, -3.6445], [0.1160, 4.4672, -0.3582], [-0.8918, 3.8990, -5.1264], [0.4258, 6.2964, -2.0271], [-4.6254, 1.2479, -0.2974], [-1.1651, -1.2156, 0.6319], [-6.1008, -0.4449, 0.9050], [-2.6023, -2.6405, 2.0995], [2.1706, -2.0394, 1.3543], [2.9089, -3.3420, 1.0827], [1.0928, -2.2364, 1.4584], [2.4761, -1.6166, 2.3234], [2.7798, -4.0087, 1.9426], [2.5079, -3.8720, 0.2122], [3.9865, -3.2025, 0.9566], [2.9071, -1.3442, -1.4940], [2.9175, -0.2904, -2.5996], [2.2634, -2.1835, -1.7671], [3.9003, -1.7900, -1.3744], [3.0712, -0.7816, -3.5656], [1.9778, 0.2729, -2.6774], [3.7264, 0.4389, -2.4742], [3.8810, 0.2390, 0.5801], [5.1300, -0.6342, 0.6718], [3.7106, 0.7677, 1.5287], [4.0172, 1.0166, -0.1879], [6.0199, 0.0030, 0.6573], [5.1597, -1.2054, 1.6064], [5.2330, -1.3334, -0.1661], [-5.4582, -2.9187, 2.3765], [-1.4942, -1.9158, -2.4419], [-0.1926, -2.7978, -1.5640], [-0.1356, -4.3097, -1.8619], [-0.3004, -2.5946, -0.4882], [0.7339, -2.3203, -1.8966], [0.8670, -4.6814, -1.6171], [-0.8635, -4.8764, -1.2649], [-0.3158, -4.5305, -2.9249], [-2.9182, -2.5843, -1.5744], [-3.8040, -3.3298, -2.5768], [-3.4415, -1.7444, -1.1042], [-2.5970, -3.2562, -0.7591], [-4.6733, -3.7278, -2.0432], [-4.1456, -2.6743, -3.3956], [-3.2382, -4.1696, -3.0007], [-1.9934, -0.2838, -3.0140], [-2.7336, -0.2782, -4.3615], [-1.0695, 0.3064, -3.0584], [-2.6269, 0.1545, -2.2319], [-2.7529, 0.7373, -4.7784], [-2.2361, -0.9446, -5.0761], [-3.7701, -0.6193, -4.2429], [2.9747, 3.3927, 3.1156], [1.7652, 2.7821, 3.6406], [1.3958, 3.1771, 4.9870], [0.9132, 2.0661, 2.8810], [1.0720, 1.9061, 1.5546], [-0.2174, 1.5474, 3.4687], [-0.2420, 0.8639, 4.7623], [-1.0061, 0.8588, 2.4619], [3.4682, 3.8438, 3.9783], [2.7683, 4.1925, 2.3916], [3.6439, 2.6514, 2.6651], [0.3204, 3.3729, 5.0673], [1.6766, 2.4153, 5.7343], [1.9378, 4.1027, 5.2094], [1.8942, 2.3699, 1.1877], [-0.4937, 1.5216, 5.6045], [-1.0287, 0.0927, 4.7401], [0.7070, 0.3513, 4.9800], [-1.2539, 1.6242, 1.6880], [-0.3772, -0.0221, 2.1015], [-1.9389, 0.4762, 2.8959]]
}

Quick one: most stable of them? model 1